Density functional theory data (ωB97M-V/def2-TZVPD) for a structure of composition C15H28Ba2N3O in a non-equilibrium geometry.

Geometry as XYZ:
```
49
Properties=species:S:1:pos:R:3:lowdin_charge:R:1
H 1.276 -9.502 -20.311 0.057
H 3.160 -9.102 -15.194 0.097
H 3.160 -7.750 -19.903 0.089
C 6.349 -8.636 -19.591 -0.093
C 1.795 -9.291 -19.378 -0.054
Ba -1.316 -6.570 -19.952 1.852
H -1.532 -14.201 -19.630 0.088
H 8.005 -8.040 -18.345 0.128
H 3.378 -8.363 -17.512 0.091
H 5.819 -8.309 -20.494 0.064
C 2.761 -7.542 -17.875 -0.058
C -1.344 -10.303 -21.039 -0.201
C -1.181 -11.505 -21.831 -0.149
H -1.577 -11.291 -22.827 0.137
H 3.494 -6.663 -15.145 0.104
N -1.534 -9.398 -20.353 0.013
C 7.324 -7.583 -19.062 -0.213
H 6.853 -9.565 -19.849 0.087
H -0.049 -13.550 -20.279 0.082
C 2.260 -7.867 -19.259 -0.633
H 6.087 -6.786 -17.386 0.096
H 1.145 -9.570 -18.540 0.098
O 1.303 -6.935 -19.771 -0.784
Ba 2.478 -5.163 -21.433 1.855
H 3.478 -9.277 -13.503 0.126
C -1.864 -12.731 -21.176 -0.225
H 5.588 -8.879 -18.841 0.068
H 1.305 -7.681 -14.846 0.049
C 6.603 -6.467 -18.299 -0.143
C 3.090 -8.571 -14.238 -0.265
H 7.919 -7.115 -19.844 0.122
H -1.039 -12.571 -19.172 0.073
C 1.606 -8.302 -13.991 -0.097
H -0.107 -11.692 -21.931 0.133
C 3.845 -7.275 -14.301 -0.202
H -2.867 -12.481 -20.821 0.119
H 7.278 -5.650 -18.019 0.145
H 3.319 -6.604 -17.866 0.063
C -1.071 -13.287 -19.996 -0.091
N 6.378 -7.531 -14.858 0.162
C 5.267 -7.417 -14.613 -0.218
N 4.815 -5.242 -19.799 0.004
H 0.980 -9.185 -13.934 0.079
H 2.656 -9.960 -19.314 0.101
H 1.436 -7.667 -13.120 0.085
H 3.675 -6.674 -13.407 0.135
H 1.934 -7.422 -17.166 0.082
H -2.012 -13.492 -21.940 0.123
C 5.576 -5.804 -19.142 -0.181
```

For the gap between HOMO and LUMO, the calculation gives 6.48 eV. The largest force on an atom comes out at 0.050 Eh/bohr. For the total energy, the calculation gives -23890.5961 eV. The calculation puts the HOMO energy at -17.39 eV. As for the charge: +3.